*A*
The following is a DFT calculation (ωB97M-V/def2-TZVPD) of a cluster of 2 separate species, C4H9N3 in total.

Results
Kohn-Sham gap ... 0.3676 Ha

Structure (ORCA input):
```
! RIJCOSX wB97M-V def2-TZVPD def2/J DEFGRID3
* xyz 0 1
N 3.0960 1.5972 -0.6609
C 2.1318 1.4911 -0.0351
N 1.0656 1.2002 0.6630
C -0.1521 1.5243 0.3199
N -1.0995 1.6562 1.2559
H -0.4354 1.8646 -0.6859
H -2.0363 1.9349 1.0200
H -0.9058 1.3011 2.1748
C -0.4537 -1.4807 0.2090
C 0.0182 -1.6661 -1.2253
H 0.3213 -0.8270 0.7525
H -0.5444 -2.4452 0.7239
H -1.4395 -1.0146 0.2429
H -0.7413 -2.1641 -1.8235
H 0.9219 -2.2671 -1.2568
H 0.2531 -0.7049 -1.6743
*
```

---

*B*
The following is a DFT calculation (ωB97M-V/def2-TZVPD) of a structure of composition C4H9N3.

Results
Kohn-Sham gap ... 0.3020 Ha

Structure (ORCA input):
```
! RIJCOSX wB97M-V def2-TZVPD def2/J DEFGRID3
* xyz 0 1
C 0.2182 0.7690 -1.4831
C 1.2977 -0.2801 0.9657
C 0.0843 0.5263 0.5947
N -1.3197 -0.5540 0.0542
C -0.8430 -1.2038 -1.1224
N 0.0039 -0.5435 -1.8419
N -0.4236 1.4766 1.2780
H -1.6161 -1.1741 0.8047
H -1.9353 0.2573 -0.0485
H 0.1899 1.7851 2.0310
H -0.6504 1.4192 -1.3921
H 1.0934 1.2297 -1.9325
H -0.9088 -2.2861 -1.1299
H 1.1077 -0.8502 1.8821
H 2.1216 0.4068 1.1609
H 1.5802 -0.9780 0.1790
*
```

---

Name the least stable of them. *B*.